(1)
Computed, not measured: a molecular structure, C27H48NORhSi, with ωB97M-V/def2-TZVPD.

The calculation puts the total energy at -1587.030558 a.u. The total charge is +2. The orbital gap (alpha / beta) is 7.76 / 7.21 eV. As for the expectation value of S²: 6.013. Its largest force on an atom is 1.0 eV/Å. As for the spin multiplicity: 5. The energy above the lowest of the compared OMol25 structures with the same formula, charge and spin is 43.1 kJ/mol.

Geometry as XYZ:
```
79
C27H48NORhSi, DFT ωB97M-V/def2-TZVPD
H 0.40 -1.82 -2.20
C -2.72 -2.73 -0.87
C -3.36 0.37 1.25
H 2.58 2.50 -2.61
Rh -0.14 -0.74 0.75
H -0.70 1.62 -4.04
C 1.01 -3.63 0.44
H 1.45 -5.71 0.54
H 2.35 -1.59 2.28
H 0.37 -6.94 -2.09
H 3.95 -0.05 -1.86
C -2.60 -1.71 0.23
H 3.14 1.93 1.13
H 1.91 1.85 2.72
C 3.32 1.09 0.46
H 1.41 -0.96 3.34
H -2.25 2.20 -0.79
H -0.53 -2.29 3.72
H -1.88 -3.42 -0.87
H 0.99 1.49 -3.59
H 2.72 3.37 -1.08
C 2.53 1.19 -0.85
H -0.52 4.07 -1.27
H -0.79 3.83 -2.98
H 2.65 -0.97 -1.15
C 2.97 2.45 -1.60
H -1.24 3.86 2.47
C 0.53 3.09 1.61
N 0.73 -2.54 -0.29
C 2.87 -0.05 -1.68
C -1.90 1.74 -1.71
H -2.13 0.67 -1.67
C -0.19 3.50 -2.13
C 1.50 4.18 1.35
C -1.88 -2.01 1.41
C -0.03 1.27 -3.26
C -0.41 1.99 -1.96
C -3.33 -0.53 0.19
H -1.14 4.17 0.74
C -4.29 1.54 1.23
H 1.07 -3.48 1.51
C 0.85 2.09 2.67
H -5.05 1.43 2.00
C 0.64 -2.70 -1.62
H 2.05 -6.98 -1.59
H -0.15 0.18 -3.20
H -2.08 -1.88 4.44
C 1.13 -5.05 -1.49
H -3.63 -3.32 -0.72
H -2.48 2.17 -2.54
H -1.54 -3.02 1.57
H 2.39 -0.08 -2.65
O 1.54 -1.09 2.39
H 4.39 1.10 0.22
Si 0.61 1.19 -0.55
H 0.84 3.76 -2.34
H 4.06 2.42 -1.69
C 1.31 -6.39 -2.12
H 0.75 -3.98 -3.32
H -2.80 -2.26 -1.85
C -2.55 0.12 2.36
H 0.55 2.49 3.65
C -1.84 -1.09 2.48
H 1.32 4.69 0.40
H -3.78 2.49 1.43
H 3.12 0.17 0.98
H 1.61 -6.31 -3.16
H -1.53 2.54 1.35
H -2.55 0.81 3.19
H -4.81 1.63 0.27
H -0.84 -0.65 4.35
C -1.27 -1.50 3.82
C -0.92 3.43 1.51
H 0.27 1.17 2.50
C 1.22 -4.87 -0.11
C 0.83 -3.92 -2.25
H 1.36 4.95 2.12
H 2.54 3.86 1.40
H -3.96 -0.34 -0.68
```

(2)
Computed, not measured: a single C20H21N3O4S2 molecule in a non-equilibrium geometry, with ωB97M-V/def2-TZVPD.

The calculation puts the total energy at -2036.344714 a.u. The orbital gap is 8.93 eV. Its largest force on an atom is 1.1 eV/Å. As for the spin multiplicity: 1. The energy above the lowest of the compared OMol25 structures with the same formula, charge and spin is 133.5 kJ/mol.

Geometry as XYZ:
```
50
C20H21N3O4S2, DFT ωB97M-V/def2-TZVPD
C -4.84 1.71 0.05
H -7.75 -2.78 0.36
H 6.61 0.14 2.11
C -5.27 -0.69 -0.57
O -4.13 -0.57 -1.30
C -7.56 -0.76 1.01
H -3.29 0.95 1.25
N 4.86 -0.66 1.39
C 6.19 -0.20 1.15
S 8.15 -0.47 -0.58
C -3.71 -1.63 -2.12
C 1.28 1.40 -0.05
C 6.18 1.02 0.15
H 6.68 1.87 0.60
S 4.42 1.47 -0.06
H -4.82 2.08 -0.98
H -1.85 -0.62 0.93
O 9.14 0.28 0.13
H 6.47 -2.04 0.02
C 0.27 -0.49 1.02
C -1.12 1.16 -0.03
H -5.27 2.49 0.70
C -5.66 0.46 0.15
H -2.83 -1.28 -2.63
H 0.37 -1.43 1.56
H 7.26 1.51 -1.68
N -3.46 1.48 0.41
C -2.45 1.69 -0.47
H -7.10 1.28 1.48
N 2.63 -0.32 1.07
C -6.80 0.40 0.93
C -7.17 -1.88 0.30
H -0.08 2.77 -0.97
C 6.84 0.66 -1.15
C 7.06 -1.32 0.59
H -8.45 -0.78 1.62
O 8.59 -1.35 -1.63
O -2.59 2.30 -1.51
H 2.15 1.98 -0.34
C 0.03 1.86 -0.40
C -6.03 -1.85 -0.48
H 7.64 -1.83 1.35
H 2.56 -1.17 1.62
C -0.98 -0.03 0.67
H -3.46 -2.52 -1.52
C 3.92 0.03 0.88
H 6.19 0.08 -1.81
C 1.42 0.22 0.67
H -4.48 -1.90 -2.85
H -5.74 -2.73 -1.03
```

(3)
Computed, not measured: a molecular structure, C2H28BeO14 in a non-equilibrium geometry, with ωB97M-V/def2-TZVPD.

The calculation puts the total energy at -1161.202812 a.u. The orbital gap is 9.42 eV. Its largest force on an atom is 2.8 eV/Å. As for the spin multiplicity: 1.

Geometry as XYZ:
```
45
C2H28BeO14, DFT ωB97M-V/def2-TZVPD
O 0.79 0.80 1.88
H 2.32 3.83 0.44
O -0.13 -1.74 1.54
H -0.78 0.34 -2.20
H -3.89 -0.45 -1.02
O -3.12 -0.51 -1.62
H -1.01 -2.43 -2.12
O -2.84 1.72 0.56
Be 0.28 -0.30 0.80
H 1.69 -0.52 -2.14
H -2.35 -0.15 -1.18
H 3.02 0.19 -0.03
C 0.94 -0.70 -1.36
H -3.18 -1.90 1.16
O 2.26 2.85 0.63
O 1.57 -0.57 -0.12
H 2.84 -1.99 1.54
H -2.41 -1.96 -2.09
H -1.45 2.57 -2.30
H -2.75 2.36 -0.12
H 1.56 1.31 1.55
O -0.82 0.17 -0.21
H -2.69 3.37 -2.01
O 3.09 -1.59 2.36
O 2.66 -3.00 0.09
O 3.77 0.55 0.47
H -0.93 -1.78 2.12
O -0.84 3.26 1.53
H 2.21 -3.69 -0.37
H -0.85 3.75 0.75
H 2.99 -2.28 3.04
H 0.28 -2.62 1.39
C -0.03 0.41 -1.37
H 2.07 2.48 -0.20
O -1.85 -2.69 -2.45
H -1.55 2.61 1.29
H 0.59 -1.71 -1.33
H 3.68 0.29 1.39
H -2.48 -1.95 -0.24
H -2.14 1.09 0.31
H 1.11 0.52 2.77
O -1.74 3.35 -1.87
H 2.43 -2.22 -0.42
H 0.44 1.44 -1.27
O -2.79 -2.51 0.46
```

(4)
Computed, not measured: a molecular structure, C6H3FO8Ru in a non-equilibrium geometry, with ωB97M-V/def2-TZVPD.

The calculation puts the total energy at -1026.687514 a.u. The total charge is +1. The orbital gap (alpha / beta) is 9.46 / 4.73 eV. As for the expectation value of S²: 8.764. Its largest force on an atom is 8.1 eV/Å. As for the spin multiplicity: 6. The energy above the lowest of the compared OMol25 structures with the same formula, charge and spin is 0.0 kJ/mol.

Geometry as XYZ:
```
19
C6H3FO8Ru, DFT ωB97M-V/def2-TZVPD
C -4.88 -0.11 0.32
C 2.62 0.90 -0.57
O -6.01 -0.09 -0.08
H 2.20 -0.49 -2.22
F 3.39 1.56 -1.53
O -3.95 0.83 0.07
O -1.76 1.23 0.54
H 1.23 -0.79 -0.73
C -2.94 -0.82 1.12
Ru -0.08 1.77 0.23
O 4.81 -1.31 0.94
O -4.31 -1.10 1.00
O 3.61 0.52 0.44
H -2.29 -1.62 1.44
C -2.73 0.41 0.61
O 1.69 1.67 -0.11
O 3.23 -1.35 -0.64
C 3.96 -0.75 0.29
C 2.22 -0.47 -1.12
```

(5)
Computed, not measured: 9 unconnected molecules or ions with the total composition C36H72ClN3O8P, with ωB97M-V/def2-TZVPD.

The calculation puts the total energy at -2982.549030 a.u. The total charge is -1. The orbital gap is 5.50 eV. Its largest force on an atom is 0.7 eV/Å. As for the spin multiplicity: 1.

Geometry as XYZ:
```
121
C36H72ClN3O8P, DFT ωB97M-V/def2-TZVPD
H 0.68 -0.14 4.04
C -1.77 4.83 1.80
H -0.75 0.15 -2.73
O -1.64 3.00 0.30
H -2.06 2.02 -2.69
O 1.29 1.95 5.99
H -2.96 5.61 -0.66
H 6.11 4.94 -6.19
H -4.99 -3.45 -4.15
C -2.87 -3.17 -4.00
H -5.75 -1.40 11.05
H 0.96 3.16 -1.03
C 1.22 -0.20 -3.99
O 5.66 3.39 -3.57
H -3.36 -5.73 5.31
P 0.54 0.82 -2.42
H -0.98 4.30 2.33
H 1.27 3.60 7.88
H 3.61 4.23 -5.71
C -0.11 2.28 -3.52
H -3.06 3.89 -4.00
C 2.35 -4.08 -8.29
O -1.95 -3.57 -4.67
H 2.72 -3.10 -8.60
H 2.51 3.46 0.60
H -0.02 -0.69 5.57
O -2.65 -3.65 6.50
C 3.46 -4.86 -7.62
H 2.84 4.24 7.35
C 0.69 -0.93 4.79
C -4.00 -4.90 5.00
H -4.35 -2.12 11.88
H 2.08 -0.95 -1.39
C 0.34 -1.45 -6.02
H -1.08 0.34 0.95
C -1.46 2.60 -3.39
H 7.37 4.14 -5.22
C -3.26 4.63 -0.29
H -1.71 -3.23 -2.20
O -5.59 -3.12 9.23
H -4.18 -3.02 -5.68
H 0.44 -1.56 -1.60
H 0.80 4.45 -5.77
C -3.24 -3.28 9.54
H -1.29 -0.67 -0.46
H 0.15 -1.28 -7.08
C 3.00 3.17 -0.32
H 2.13 3.78 -2.18
C 0.14 3.93 -5.08
H 1.20 -1.11 0.66
H 4.85 -4.89 -6.00
C -4.34 -2.39 5.41
C 3.66 1.87 6.03
H -3.30 -4.01 8.75
N 2.07 1.70 -2.11
C -4.61 -2.74 9.84
C -4.72 -1.71 10.94
C -4.21 -2.84 -4.61
C 0.34 -2.25 4.14
H 1.24 -1.24 -3.65
H 3.54 1.16 5.21
H 1.34 -1.88 -5.93
H -2.58 -2.48 9.23
C -1.18 4.32 -4.99
C 0.28 -3.46 5.04
H -4.10 -0.84 10.69
N 0.69 2.95 -4.36
H -4.18 4.75 0.29
H 1.53 -3.93 -7.58
C 5.37 3.54 -4.73
C -3.57 -3.65 5.72
H -3.45 3.97 -1.14
H -5.39 -2.53 5.67
H -3.44 -3.59 -1.97
C -2.17 4.04 0.58
H -1.41 5.82 1.51
C -2.01 3.64 -4.11
H -0.71 0.06 -4.86
H 2.73 1.13 -1.62
Cl 2.93 0.08 -4.54
C 1.02 -0.68 -1.28
H 3.30 -4.11 -5.62
H -2.63 4.96 2.47
H 4.48 -3.26 -6.63
H -4.45 -1.79 -4.43
H 3.31 2.97 -4.49
H 6.53 3.25 -6.51
H -0.12 1.42 -1.28
H 3.68 3.99 -0.57
C 3.99 3.30 -5.28
C 0.31 -0.15 -5.20
H 0.63 0.68 -5.83
H 4.26 2.71 5.69
C 2.30 3.34 7.64
O 3.84 -5.92 -8.06
N 0.73 -0.38 0.14
H 1.25 -3.63 5.51
H -3.94 -1.56 5.98
H -5.04 -5.13 5.24
H -0.84 -1.42 1.09
H -1.55 5.14 -5.60
H 1.69 -0.99 5.23
H 4.19 1.38 6.85
C -2.72 -2.97 -2.51
H -0.47 -3.30 5.82
H -2.82 -3.76 10.44
C 4.07 -4.24 -6.39
H -4.28 -2.16 4.34
O 0.10 -2.32 2.96
C 1.96 2.98 -1.45
H -2.90 -1.92 -2.26
H 3.60 2.28 -0.16
H 2.78 2.91 8.52
C 2.31 2.34 6.50
H -3.92 -4.77 3.92
H 4.02 2.54 -6.05
C 6.42 4.00 -5.73
H -0.40 -2.12 -5.58
H 0.01 -4.34 4.45
C -0.70 -0.55 0.45
H 1.99 -4.62 -9.15
```

(6)
Computed, not measured: 2 unconnected molecules or ions with the total composition C4H7IN in a non-equilibrium geometry, with ωB97M-V/def2-TZVPD.

The calculation puts the total energy at -508.707447 a.u. The total charge is +1. The orbital gap is 7.70 eV. Its largest force on an atom is 3.0 eV/Å. As for the spin multiplicity: 1. The energy above the lowest of the compared OMol25 structures with the same formula, charge and spin is 252.9 kJ/mol.

Geometry as XYZ:
```
13
C4H7IN, DFT ωB97M-V/def2-TZVPD
C -0.59 1.91 -1.09
C -0.61 -1.26 -0.61
H -1.30 -1.03 -1.48
C -0.73 -0.18 0.42
H -0.89 -2.19 -0.14
H 4.02 1.28 0.21
H -0.23 2.80 -1.60
H -0.99 -1.24 2.10
H -0.73 0.34 2.34
N -0.90 -0.37 1.68
C -0.69 1.14 -0.19
H 0.43 -1.29 -1.19
I 3.20 0.10 -0.43
```

(7)
Computed, not measured: 2 unconnected molecules or ions with the total composition C4H12S in a non-equilibrium geometry, with ωB97M-V/def2-TZVPD.

The calculation puts the total energy at -557.734365 a.u. The orbital gap is 9.47 eV. Its largest force on an atom is 4.0 eV/Å. As for the spin multiplicity: 1. The energy above the lowest of the compared OMol25 structures with the same formula, charge and spin is 94.6 kJ/mol.

Geometry as XYZ:
```
17
C4H12S, DFT ωB97M-V/def2-TZVPD
H -0.46 0.49 1.24
H 1.52 -2.43 0.96
C 1.91 -2.03 1.88
C -1.86 0.02 -2.18
H 3.18 -0.38 1.22
H -1.98 -0.02 0.44
H 1.92 0.16 2.28
H 1.13 -2.12 2.68
S -0.70 1.13 -1.29
C 2.54 -0.68 2.05
H -1.64 1.65 0.84
H 3.20 -0.51 2.91
C -1.24 0.75 0.43
H 2.57 -2.78 2.36
H -1.62 0.23 -3.23
H -1.60 -1.02 -2.02
H -2.88 0.11 -1.80
```

(8)
Computed, not measured: a molecular structure, C31H33IrN3P3S2 in a non-equilibrium geometry, with ωB97M-V/def2-TZVPD.

The calculation puts the total energy at -3289.232165 a.u. The total charge is +3. The orbital gap (alpha / beta) is 6.23 / 6.46 eV. As for the expectation value of S²: 0.772. Its largest force on an atom is 1.1 eV/Å. As for the spin multiplicity: 2.

Geometry as XYZ:
```
73
C31H33IrN3P3S2, DFT ωB97M-V/def2-TZVPD
C -3.11 -0.84 -0.25
C -4.98 -0.19 1.11
H 2.01 7.49 0.11
P 1.32 3.39 0.31
H 1.71 3.03 -2.08
H -0.49 4.94 0.86
H -3.29 -2.75 -1.26
H 0.00 6.64 -0.78
N 0.72 5.94 -0.56
H 4.37 4.81 -0.37
H 2.59 -1.42 -0.76
C 1.61 -4.27 0.85
C 1.54 5.68 -1.85
H 1.64 -2.70 3.96
C 1.68 6.53 0.50
P 0.74 -1.74 1.43
H -0.67 4.35 -0.80
H 3.80 -5.46 -1.44
H 3.35 3.85 1.58
H -1.66 0.04 -3.68
C 3.51 5.45 -0.55
H 1.10 6.67 1.41
C -1.16 -1.78 -4.68
H 0.86 5.22 -2.57
C 3.20 -4.74 -0.89
H -5.51 -3.23 -0.32
C -1.34 -0.99 -3.56
P -1.48 -0.53 -0.89
C 0.06 4.70 -0.06
C -1.54 -2.61 2.71
H -3.28 -3.29 3.75
N 2.78 5.66 0.70
Ir 0.43 1.07 0.64
C -3.73 0.08 0.60
H -0.22 -4.67 -3.18
C 1.69 -2.91 0.52
C -0.27 -0.64 0.42
H -6.61 -1.59 1.16
S -1.08 1.48 -1.14
S 1.86 -0.04 1.97
C -0.11 -3.37 4.99
H -0.55 -3.29 -1.17
C -1.13 -1.54 -2.30
C -3.75 -2.04 -0.59
C 0.57 -2.82 3.91
H -1.34 -1.37 -5.67
H -2.02 -3.95 5.77
C -0.53 -3.64 -3.28
C 2.53 -2.47 -0.52
H 3.20 2.88 -1.14
N 2.65 4.85 -1.57
H -5.47 0.52 1.76
H 2.32 -6.23 0.38
C 2.44 4.41 1.38
H -2.10 -2.32 1.82
H 3.92 -3.07 -2.02
H 1.96 4.63 2.34
C -0.15 -2.45 2.77
C -2.20 -3.16 3.79
H 3.87 6.42 -0.91
H 0.43 -3.66 5.87
C 2.37 -5.18 0.13
H -3.23 1.01 0.85
C -5.62 -1.39 0.78
C -0.75 -3.10 -4.54
H 1.85 6.66 -2.21
C 2.29 3.47 -1.26
C -5.00 -2.31 -0.06
C -1.49 -3.53 4.93
H 0.96 -4.61 1.64
C 3.27 -3.39 -1.22
C -0.71 -2.86 -2.15
H -0.61 -3.72 -5.42
```

largest force on an atom of number 6 (C4H7IN)?
3.0 eV/Å